(1)
Entry from OMol25: an isolated molecule of C24H23N3O7S at a distorted geometry (the ωB97M-V functional and the def2-TZVPD basis).

Geometry as XYZ:
```
58
Properties=species:S:1:pos:R:3:forces:R:3
C 0.4540 1.2221 3.4429 0.0 0.0 0.1
O 1.0506 1.3381 2.1758 0.1 0.0 -0.3
C 0.2288 1.4552 1.0879 0.0 0.0 -0.1
C 0.8606 1.6653 -0.1333 -0.1 0.0 0.2
C 0.1290 1.7899 -1.2969 -0.1 0.0 -0.1
C -1.2605 1.7011 -1.2711 0.0 0.0 0.4
O -2.0508 1.8134 -2.3703 -0.2 0.0 0.2
C -1.4382 1.7633 -3.6420 0.1 0.0 -0.2
C -1.9026 1.5097 -0.0420 0.2 0.3 -0.5
C -3.4049 1.4343 0.0265 0.1 0.2 -0.6
N -3.8056 0.3647 0.9245 0.0 -0.8 -0.2
S -3.6551 -1.1719 0.2727 -0.2 -0.1 0.2
O -3.7806 -1.1305 -1.1567 0.4 0.2 0.0
O -4.5555 -2.0214 0.9959 0.1 0.2 0.2
C -1.9712 -1.6215 0.6648 -0.8 0.1 0.0
C -1.0925 -1.8956 -0.3576 0.1 -0.1 0.0
C 0.1909 -2.3448 -0.0731 0.0 -0.1 0.0
C 1.1602 -2.6639 -1.1813 -0.1 0.0 0.1
N 2.0281 -1.5357 -1.4666 -0.1 -0.3 0.0
C 3.1746 -1.2561 -0.7382 0.0 -0.1 -0.1
O 3.5948 -1.9161 0.1758 0.1 0.0 0.1
C 3.7375 -0.0302 -1.3544 -0.1 0.5 -0.5
C 4.8537 0.7300 -1.0642 -0.2 -0.1 -0.1
C 5.0631 1.8483 -1.8660 0.0 -0.2 0.1
C 4.1668 2.1375 -2.8880 0.2 0.1 0.1
N 3.0949 1.4065 -3.1700 -0.6 -0.2 -0.3
C 2.9018 0.3502 -2.4101 0.9 0.2 0.6
C 1.7818 -0.6352 -2.4912 -0.2 -0.2 -0.2
O 0.8633 -0.7045 -3.2628 0.1 0.0 0.0
C 0.5654 -2.4923 1.2560 -0.1 0.0 -0.1
C -0.3160 -2.2156 2.2861 -0.3 0.1 0.2
C -1.6072 -1.7719 2.0025 0.2 -0.1 0.1
O -2.5425 -1.4501 2.9197 0.2 0.0 -0.1
C -2.3363 -1.8269 4.2640 0.0 0.0 0.2
C -1.1575 1.3941 1.1215 0.3 0.1 0.1
H -0.1537 2.1010 3.6823 0.0 0.0 0.0
H -0.1666 0.3242 3.5101 0.0 0.0 0.0
H 1.2782 1.1479 4.1510 -0.1 0.0 0.0
H 1.9366 1.7462 -0.1459 0.1 0.0 0.0
H 0.6476 1.9682 -2.2248 0.0 0.0 -0.1
H -2.2580 1.6897 -4.3546 0.1 0.0 0.0
H -0.7884 0.8902 -3.7406 0.0 0.1 0.0
H -0.8643 2.6736 -3.8441 0.0 0.0 0.0
H -3.7947 1.2621 -0.9828 0.0 0.2 0.2
H -3.8061 2.3775 0.4082 -0.1 -0.1 0.0
H -4.7306 0.4695 1.3114 -0.2 -0.2 0.1
H -1.4390 -1.7662 -1.3711 0.0 0.0 -0.2
H 0.6216 -2.8921 -2.1035 0.1 0.0 0.1
H 1.7988 -3.5045 -0.8960 -0.1 0.1 -0.1
H 5.5197 0.4690 -0.2559 0.1 0.0 0.1
H 5.9121 2.4918 -1.6976 0.1 0.1 0.0
H 4.3084 3.0035 -3.5198 0.1 0.1 0.0
H 1.5641 -2.8287 1.4919 0.1 0.0 0.0
H 0.0094 -2.3543 3.3053 0.0 0.0 0.1
H -1.5277 -1.2520 4.7293 0.0 0.0 0.0
H -2.1202 -2.8952 4.3508 0.0 0.0 0.0
H -3.2723 -1.6060 4.7735 0.1 0.0 0.0
H -1.6978 1.2447 2.0420 0.0 -0.1 0.2
```
Forces are in eV/Å.

Calculated values
frontier orbital gap: 7.118 eV
energy: -2017.50102 hartree
relative energy (zero: lowest compared OMol25 entry of this formula, charge and spin): 33.0 kcal/mol
spin multiplicity: 1
structure (SMILES): COc1ccc(OC)c(CNS(=O)(=O)c2cc(CN3C(=O)c4cccnc4C3=O)ccc2OC)c1
LUMO level: -0.702 eV

***

(2)
Entry from OMol25: C41H34Cl5N2O2Re as an isolated structure at a distorted geometry (the ωB97M-V functional and the def2-TZVPD basis).

Geometry as XYZ:
```
85
Properties=species:S:1:pos:R:3:forces:R:3
Re 0.5572 -0.1193 -0.7056 0.2 -0.7 -0.5
Cl 3.6150 1.8143 5.3995 -0.1 0.1 0.5
C 2.3447 1.5353 4.2828 -1.1 -0.1 -0.1
C 2.3135 0.3346 3.5731 0.7 0.3 -0.3
Cl 3.1595 -1.0303 4.1932 0.2 -0.1 -0.2
C 1.6989 0.2867 2.3384 -0.5 1.0 -0.4
Cl 2.0223 -1.0859 1.2755 -0.6 0.7 0.5
C 0.8820 1.4108 1.8981 -0.2 -1.9 -0.7
O 0.3189 1.4051 0.7121 0.7 0.6 1.8
C 0.5385 2.3645 2.9036 0.7 -0.5 -0.4
Cl -0.8434 3.3028 2.6178 -0.4 0.6 -0.1
C 1.3081 2.4678 4.0465 1.0 -0.5 0.5
Cl 1.0373 3.6075 5.3243 -0.3 0.2 -0.5
C 3.6161 -1.3356 -3.3662 1.8 -1.1 -1.2
C 4.1341 -0.9685 -1.9975 0.5 0.1 0.4
C 5.2131 -1.7494 -1.5174 0.6 0.5 0.6
C 5.9829 -1.3201 -0.4221 -0.5 0.3 -0.1
C 5.6811 -0.0909 0.1776 -0.3 0.5 0.5
C 4.5370 0.6760 -0.1571 0.1 -0.8 -2.5
C 4.3626 2.0856 0.3944 0.0 0.0 -0.4
C 3.7148 0.1823 -1.2759 0.7 0.0 1.4
N 2.3848 0.6809 -1.5530 0.6 0.8 -0.3
C 2.1181 1.4724 -2.5861 -0.8 -0.5 0.7
C 3.1986 2.2714 -3.2181 1.4 0.3 -1.4
C 0.7019 1.5424 -2.9671 1.5 -0.1 -0.2
C 0.3297 1.7665 -4.3913 0.7 0.6 -0.8
N -0.2299 1.1609 -2.0739 -0.5 0.8 1.4
C -1.4839 1.9441 -1.9329 0.7 -1.3 -2.0
C -1.4223 3.3317 -1.6456 1.0 -1.6 -0.1
C -0.0541 3.9155 -1.3152 -1.1 1.5 -0.6
C -2.6231 4.0050 -1.6499 -0.8 1.0 0.7
C -3.8069 3.3487 -1.9733 -1.0 0.7 0.4
C -3.8341 2.0357 -2.3700 0.4 -0.6 -0.5
C -2.6580 1.2881 -2.3816 0.6 0.4 0.9
C -2.6362 -0.1473 -2.8259 -1.7 -0.9 -1.3
H 3.6139 -2.4528 -3.5053 -0.6 1.0 0.4
H 4.4450 -1.0730 -4.1230 -1.1 0.1 1.0
H 2.7034 -0.8803 -3.7128 -0.4 0.0 0.2
H 5.5192 -2.6783 -2.0229 -0.4 0.5 0.1
H 6.8384 -1.8755 0.0000 -0.6 0.1 -0.6
H 6.3795 0.2726 0.9675 -0.8 -0.2 -0.6
H 4.2835 1.9856 1.4781 -0.3 0.5 0.0
H 3.5120 2.6454 -0.0676 0.4 -0.7 0.6
H 5.2572 2.7135 0.1818 -0.4 -0.6 0.1
H 4.1009 1.6714 -3.4598 -0.5 -0.1 0.1
H 3.6619 3.1103 -2.6448 -0.9 -0.6 0.2
H 2.8965 2.7136 -4.1735 -0.1 -0.1 0.2
H 0.7319 0.9962 -5.1125 -0.4 0.3 1.0
H 0.8398 2.6874 -4.7466 -0.9 -0.1 0.0
H -0.7621 1.7779 -4.4493 0.2 0.4 -0.4
H 0.4087 4.4253 -2.2054 -0.3 -0.6 0.7
H 0.5812 3.1556 -0.9174 0.5 -0.3 0.2
H -0.2116 4.6891 -0.5527 0.2 -0.1 -0.1
H -2.7201 5.0586 -1.3133 0.4 -0.7 -0.3
H -4.7804 3.8571 -1.8462 0.7 0.0 -0.3
H -4.7361 1.5915 -2.7760 -0.1 0.0 0.3
H -1.7007 -0.4900 -3.2418 0.5 0.1 0.3
H -3.3509 -0.2785 -3.7092 0.6 0.3 1.1
H -2.9778 -0.9084 -2.0758 0.5 0.9 -0.3
O 0.7502 -1.5922 -1.5915 0.3 -0.5 -0.3
C -1.0231 -1.0018 0.2129 -0.9 -0.4 0.6
C -1.7301 -1.7162 0.9487 2.1 0.4 -1.4
C -2.4563 -2.4473 1.8289 -0.7 1.3 0.4
C -3.3851 -1.6059 2.5809 -0.3 -1.5 1.4
C -4.1294 -2.1801 3.6548 -0.3 2.0 -0.6
C -5.0106 -1.3659 4.3840 0.3 -0.6 0.9
C -5.0567 0.0091 4.1649 0.0 0.8 -1.7
C -4.4250 0.5635 2.9924 -0.4 -0.3 0.8
C -3.5291 -0.2422 2.3011 -0.1 1.5 -0.7
C -2.4577 -3.8914 1.8229 -0.6 -1.7 -1.0
C -3.7048 -4.5779 1.7736 -0.1 -0.7 -0.5
C -3.7834 -5.9661 1.4765 0.5 1.8 1.1
C -2.6190 -6.6995 1.4800 0.7 -0.5 -0.4
C -1.3690 -6.0688 1.5452 -0.7 -0.2 0.6
C -1.2932 -4.6947 1.6025 0.1 0.9 0.7
H -3.9448 -3.1876 3.9464 -0.2 -0.6 0.0
H -5.6232 -1.8406 5.1997 0.8 0.7 -0.7
H -5.5502 0.6986 4.8405 -0.5 -0.3 -0.1
H -4.6636 1.5951 2.5633 0.6 -1.4 1.2
H -2.9049 0.2760 1.5318 -0.7 -0.9 0.5
H -4.6669 -4.0447 1.8678 0.8 -0.1 -0.1
H -4.7540 -6.4149 1.3909 -0.2 -0.3 -0.1
H -2.6212 -7.7778 1.3782 -0.2 -0.1 0.0
H -0.4780 -6.6655 1.7318 0.0 0.1 -0.6
H -0.2827 -4.2649 1.5889 -0.6 0.2 0.1
```
Forces are in eV/Å.

Calculated values
charge: -1
frontier orbital gap (spin up / spin down): 5.318 / 6.102 eV
energy: -4221.90977 hartree
expectation value of S²: 3.794
relative energy (zero: lowest compared OMol25 entry of this formula, charge and spin): 0.0 kcal/mol
spin multiplicity: 4
LUMO level (spin up / spin down): 2.280 / 1.918 eV

***

(3)
Entry from OMol25: C9H13AsBF5N2O5RuS4 as an isolated structure at a distorted geometry (the ωB97M-V functional and the def2-TZVPD basis).

Geometry as XYZ:
```
41
Properties=species:S:1:pos:R:3:forces:R:3
Ru -0.3392 1.0538 -2.3657 -0.2 1.9 1.7
S 1.9506 1.1477 -2.2955 -0.1 -0.5 -0.5
S 2.2433 3.0885 -1.9889 -0.3 0.9 -0.6
S 0.9491 4.0648 -3.5825 1.5 0.5 1.1
S -0.3034 2.6540 -4.1021 -0.9 -2.4 0.3
F -3.2470 -1.1117 -2.1357 -0.3 0.5 -0.3
B -3.6467 0.2255 -1.9422 -0.3 0.4 -0.1
F -3.8775 0.4678 -0.5673 0.1 -0.1 -0.5
F -4.7580 0.5432 -2.7281 0.5 -0.2 0.5
F -2.5515 1.1239 -2.3479 -0.4 -0.6 0.0
C -0.5696 -3.8305 -1.9408 0.0 -0.1 -0.2
As -0.4765 -2.0452 -1.2728 0.1 0.0 -0.2
C -1.9571 -1.9418 -0.0710 0.1 0.0 0.3
C 1.1464 -1.9991 -0.2675 0.2 0.1 0.1
O -0.3538 -1.0663 -2.6290 0.1 0.3 -0.2
H -0.6281 -4.5360 -1.1134 0.0 0.0 0.0
H 0.3212 -4.0207 -2.5338 0.0 -0.1 0.0
H -1.4518 -3.9142 -2.5715 0.0 0.0 0.0
H -1.6045 -2.3215 0.8903 0.0 0.0 0.0
H -2.7478 -2.5686 -0.4742 0.0 0.1 0.1
H -2.3120 -0.9208 0.0081 0.0 -0.1 0.2
H 1.0727 -2.6446 0.6092 0.0 0.0 0.0
H 1.3431 -0.9720 0.0328 0.0 -0.1 0.0
H 1.9383 -2.3456 -0.9269 0.1 0.0 0.0
F 1.3851 -1.7024 3.4001 0.0 0.0 0.0
C 1.6145 -0.4142 3.0962 0.1 -0.2 0.1
C 0.6416 0.3625 2.6325 -0.4 0.5 -0.2
N 0.8224 1.7042 2.3437 -0.2 -0.3 -0.3
C -0.2155 2.4133 1.5763 0.2 -0.1 0.3
C -0.3547 1.8611 0.1690 0.1 0.1 -0.4
O -0.5634 2.6668 -0.7698 0.1 -0.9 -0.6
O -0.2342 0.6170 0.0097 -0.4 0.0 -0.4
C 2.0581 2.3059 2.5118 0.1 0.2 0.0
O 2.2770 3.4818 2.3066 -0.1 -0.4 0.0
N 3.0481 1.4441 2.9669 -0.2 -0.1 0.0
C 2.9608 0.0851 3.2742 0.3 0.2 0.0
O 3.9250 -0.5491 3.6470 -0.1 0.1 0.0
H -0.3516 -0.0294 2.4686 0.0 0.0 0.0
H 0.0532 3.4590 1.5214 0.0 0.1 0.1
H -1.1657 2.3009 2.0982 -0.1 0.1 0.0
H 3.9589 1.8629 3.0638 0.1 0.0 0.0
```
Forces are in eV/Å.

Calculated values
charge: -1
frontier orbital gap (spin up / spin down): 6.556 / 6.019 eV
energy: -5284.45633 hartree
expectation value of S²: 0.790
relative energy (zero: lowest compared OMol25 entry of this formula, charge and spin): 17.8 kcal/mol
spin multiplicity: 2
LUMO level (spin up / spin down): 2.048 / 1.689 eV

***

(4)
Entry from OMol25: a 10-piece molecular cluster, C40H81FNO15PS overall at a distorted geometry (the ωB97M-V functional and the def2-TZVPD basis).

Geometry as XYZ:
```
140
Properties=species:S:1:pos:R:3:forces:R:3
C 3.1664 -4.4304 -0.9464 0.6 0.4 -0.4
C 2.6694 -3.0032 -1.0687 -0.7 0.1 -0.1
C 1.1777 -2.8743 -0.7440 1.0 0.1 0.2
C 2.9195 -2.4238 -2.4697 0.7 -0.2 1.2
C 4.4288 -2.2107 -2.7348 -0.7 0.2 -1.1
C 4.8192 -3.0066 -3.9860 -0.5 0.3 0.4
C 4.7719 -0.7244 -2.9596 1.0 -0.6 0.0
O 5.4959 -0.1816 -1.8503 -0.5 -0.1 -0.1
C 4.6568 0.3499 -0.8459 0.3 0.6 -0.5
C 5.4122 0.1945 0.4435 0.1 0.3 -0.1
C 4.8294 0.9838 1.6047 -0.3 -0.9 1.0
C 3.3311 0.7773 1.8039 -0.2 0.1 -0.5
C 2.9105 -0.6463 2.0666 0.1 -0.1 0.9
F 2.9414 1.5970 2.8528 -0.1 0.0 0.3
P 5.8538 0.5180 3.0939 2.9 0.6 -1.0
N 7.3381 0.4938 2.6250 -0.4 0.1 0.2
O 5.4403 -0.9238 3.6195 -1.2 0.1 0.1
O 5.5665 1.5852 4.2150 -0.9 -0.4 0.3
O 5.1609 2.3780 1.4208 -0.3 -0.2 -0.7
S 4.5126 3.0517 0.1304 -0.6 1.5 -0.4
O 3.1804 3.4715 0.3992 -1.0 -0.6 0.5
O 5.3612 4.1233 -0.2505 1.4 0.2 -0.2
C 4.4394 1.8529 -1.1992 0.1 -0.7 0.7
H 3.2904 -4.7472 0.0801 -0.3 -0.2 0.3
H 4.1516 -4.5011 -1.4041 0.2 -0.2 0.0
H 2.5118 -5.0918 -1.5057 -0.2 -0.3 0.1
H 3.2059 -2.3639 -0.3687 0.2 0.1 0.2
H 0.6263 -3.6064 -1.3231 -0.4 0.0 0.0
H 0.8852 -1.8756 -1.0127 -0.5 0.2 -0.2
H 0.9799 -2.9729 0.3192 -0.1 -0.4 0.2
H 2.4493 -3.0778 -3.1997 0.0 0.0 -0.3
H 2.4257 -1.4611 -2.4909 -0.3 0.2 -0.3
H 5.0407 -2.5563 -1.9090 0.0 0.0 0.3
H 5.8808 -2.9620 -4.1808 0.3 -0.1 -0.1
H 4.2676 -2.5862 -4.8205 0.1 0.0 -0.4
H 4.4733 -4.0284 -3.8713 0.2 -0.3 -0.1
H 5.4557 -0.6648 -3.7977 0.2 0.2 -0.1
H 3.9098 -0.1154 -3.2255 -0.2 0.1 0.1
H 3.6917 -0.1501 -0.8561 -0.2 -0.2 0.2
H 5.5793 -0.8484 0.6759 -0.2 -0.3 0.0
H 6.3999 0.6044 0.2745 0.3 0.0 0.1
H 2.7724 1.1338 0.9437 0.1 0.3 -0.2
H 2.9045 -0.8069 3.1383 0.1 -0.1 0.2
H 3.5953 -1.3775 1.6620 0.0 -0.2 -0.3
H 1.9032 -0.8523 1.7437 -0.2 0.0 -0.4
H 7.9214 1.1513 3.1253 0.3 -0.1 -0.3
H 5.6172 -1.5987 2.9486 0.1 0.0 0.2
H 6.3964 1.9236 4.5852 -0.3 0.2 0.2
H 3.4671 2.0106 -1.6429 -0.3 0.2 0.0
H 5.1998 2.1228 -1.9141 0.4 0.2 0.0
C -2.8061 -2.2502 -2.5420 0.3 0.1 -0.1
C -2.3666 -1.6412 -1.2343 0.0 0.0 0.0
C -3.3908 -1.5809 -0.1306 0.2 0.2 0.2
O -1.2417 -1.2217 -1.0804 -0.2 0.2 0.0
H -1.9750 -2.2344 -3.2446 0.0 0.0 0.0
H -3.1196 -3.2839 -2.3855 -0.2 0.0 0.0
H -3.6375 -1.6791 -2.9545 -0.1 -0.1 0.1
H -3.7275 -2.5877 0.1226 -0.1 0.0 -0.1
H -4.2484 -0.9901 -0.4530 -0.1 -0.2 -0.1
H -2.9449 -1.1231 0.7504 0.0 0.0 0.0
C 3.7904 2.6964 6.7696 0.2 -0.1 -0.2
C 4.9723 3.6143 6.9587 0.0 0.0 0.0
C 4.9173 4.5599 8.1340 0.2 0.1 -0.1
O 5.9237 3.6052 6.2105 0.1 -0.1 0.0
H 3.9487 2.0734 5.8950 0.0 0.0 0.0
H 3.6711 2.0590 7.6478 -0.1 0.1 0.1
H 2.8832 3.2859 6.6271 0.0 0.0 0.1
H 4.8417 3.9944 9.0640 -0.1 0.0 0.0
H 4.0524 5.2187 8.0429 -0.1 -0.1 0.1
H 5.8217 5.1631 8.1577 0.0 0.0 0.0
C 3.3664 7.4614 -0.6073 -0.3 0.0 -0.1
C 3.6359 8.2255 -1.8776 0.0 0.0 0.0
C 5.0828 8.3617 -2.2918 -0.1 0.1 -0.2
O 2.7442 8.7059 -2.5380 0.0 0.0 0.0
H 2.2953 7.4340 -0.4215 0.0 0.0 0.0
H 3.7328 6.4369 -0.7008 0.1 0.0 0.1
H 3.8600 7.9463 0.2363 0.1 -0.1 0.0
H 5.5204 7.3742 -2.4470 0.1 0.0 0.2
H 5.6459 8.8840 -1.5170 0.1 -0.1 0.1
H 5.1428 8.9287 -3.2181 0.0 0.0 0.0
C 0.0152 -0.4921 4.3588 0.1 -0.1 -0.2
C 0.4678 -1.8057 4.9511 0.0 0.0 0.1
C 0.1287 -2.0450 6.3983 0.1 -0.3 -0.1
O 1.0714 -2.6214 4.2906 0.0 0.0 -0.1
H 0.3159 -0.4449 3.3160 0.0 0.0 0.0
H -1.0713 -0.4122 4.4185 0.0 0.1 0.1
H 0.4722 0.3386 4.8993 -0.1 0.0 0.1
H -0.9521 -2.0249 6.5348 0.1 0.2 0.1
H 0.5862 -1.2750 7.0220 -0.2 0.1 0.0
H 0.5088 -3.0185 6.7013 0.0 0.0 0.0
C 8.0695 2.8258 -4.1554 0.0 -0.2 0.0
C 6.8008 2.5045 -4.9069 0.0 0.0 0.0
C 5.9073 3.6671 -5.2680 -0.1 -0.2 -0.1
O 6.5118 1.3684 -5.2033 -0.1 0.0 0.0
H 8.6156 1.9067 -3.9576 0.0 0.0 0.0
H 8.6967 3.4929 -4.7488 0.0 0.1 0.1
H 7.8306 3.3089 -3.2060 0.0 0.1 -0.1
H 6.4460 4.3685 -5.9067 0.0 0.1 0.1
H 5.5817 4.1843 -4.3635 0.1 0.1 0.0
H 5.0335 3.3008 -5.8017 0.0 0.0 0.0
C -7.7681 -2.0618 -3.7410 0.3 0.3 0.1
C -6.6893 -2.3083 -2.7251 0.0 0.0 -0.1
C -6.4750 -3.7406 -2.2991 0.2 0.1 0.2
O -6.0206 -1.4072 -2.2637 0.0 0.0 0.0
H -7.8203 -0.9990 -3.9619 0.0 0.0 0.0
H -7.5467 -2.6061 -4.6597 -0.2 -0.2 0.0
H -8.7280 -2.3908 -3.3545 0.0 -0.2 -0.1
H -6.2035 -4.3493 -3.1625 -0.2 -0.1 0.0
H -7.3900 -4.1374 -1.8580 -0.1 -0.1 -0.2
H -5.6738 -3.7863 -1.5635 0.0 0.0 0.0
C -11.2881 -5.5596 -5.3859 0.2 0.0 0.0
C -10.8257 -4.9438 -4.0877 0.0 0.1 0.0
C -11.8468 -4.8334 -2.9816 0.2 0.1 0.1
O -9.6923 -4.5544 -3.9421 0.1 -0.1 0.1
H -10.4619 -5.5769 -6.0924 0.0 0.0 0.0
H -11.6319 -6.5810 -5.2146 -0.1 0.0 0.0
H -12.1047 -4.9717 -5.8077 -0.1 -0.1 0.0
H -12.2139 -5.8246 -2.7100 -0.1 0.0 -0.1
H -12.6850 -4.2163 -3.3082 -0.1 -0.1 0.0
H -11.3875 -4.3737 -2.1098 0.0 0.0 0.0
C -10.4134 1.0218 -4.9975 0.1 -0.1 0.1
C -11.0818 -0.3276 -5.1043 0.0 0.0 0.0
C -12.4387 -0.3662 -5.7666 0.0 -0.2 0.1
O -10.5556 -1.3296 -4.6801 -0.2 0.0 0.0
H -9.4506 0.9128 -4.5046 0.0 0.0 0.0
H -10.2579 1.4421 -5.9923 -0.1 0.1 0.0
H -11.0356 1.7022 -4.4142 0.0 0.1 -0.1
H -12.3653 -0.0021 -6.7924 -0.1 0.1 0.0
H -13.1427 0.2580 -5.2143 0.0 0.1 -0.1
H -12.8065 -1.3897 -5.7794 0.0 0.0 0.0
C -3.6099 0.9896 7.7507 0.1 -0.1 -0.2
C -3.1673 -0.3177 8.3610 0.0 0.0 0.0
C -3.5167 -0.5499 9.8104 0.1 -0.2 -0.1
O -2.5599 -1.1420 7.7179 -0.1 0.1 0.1
H -3.2968 1.0288 6.7101 0.0 0.0 0.0
H -4.6964 1.0756 7.7986 0.0 0.1 0.1
H -3.1602 1.8250 8.2893 -0.1 0.0 0.1
H -4.5994 -0.5265 9.9420 0.0 0.1 0.1
H -3.0630 0.2229 10.4328 -0.1 0.1 0.0
H -3.1422 -1.5218 10.1221 0.0 0.0 0.0
```
Forces are in eV/Å.

Calculated values
frontier orbital gap: 9.240 eV
energy: -3595.47489 hartree
spin multiplicity: 1
structure (SMILES): CC(C)C[C@@H](C)CO[C@H]1C[C@@]([C@@H](C)F)(P(=N)(O)O)OS(=O)(=O)C1.CC(C)=O.CC(C)=O.CC(C)=O.CC(C)=O.CC(C)=O.CC(C)=O.CC(C)=O.CC(C)=O.CC(C)=O
LUMO level: 0.523 eV